{"formula": "C4H12NOS", "method": "wB97M-V/def2-TZVPD", "de_lowest_kcal_mol": 35.58, "e_tot_ev": -18707.5236, "total_charge": 1, "largest_force_ev_per_a": 4.04, "homo_lumo_gap_ev": 10.3, "elements": ["C", "C", "S", "C", "C", "N", "O", "H", "H", "H", "H", "H", "H", "H", "H", "H", "H", "H", "H"], "xyz": [[0.010, 2.965, 0.126], [-0.456, 1.603, -0.161], [0.161, 0.480, 1.145], [0.326, -0.989, 0.136], [0.811, -2.491, 0.724], [-1.071, -1.335, -0.344], [1.064, -0.695, -1.036], [0.660, 3.407, -0.749], [-0.750, 3.728, 0.308], [0.634, 3.024, 0.966], [0.060, 1.305, -1.123], [-1.613, 1.565, -0.180], [0.214, -2.757, 1.591], [1.835, -2.509, 1.000], [0.630, -3.212, -0.069], [-1.695, -0.575, -0.254], [-1.388, -2.247, 0.094], [-1.087, -1.365, -1.365], [1.654, 0.097, -0.809]], "mulliken_charge": [-1.13, -0.26, -0.08, 0.55, -1.43, -0.30, -0.57, 0.27, 0.32, 0.35, 0.36, 0.26, 0.46, 0.36, 0.44, 0.28, 0.38, 0.32, 0.43]}